DFT (wB97M-V/def2-TZVPD) results for C12H36ClO10S6 as an isolated structure in a non-equilibrium geometry.

- HOMO energy: -4.80 eV
- HOMO-LUMO gap: 6.79 eV
- E_LUMO: 2.00 eV
- Total charge: -1
- Calculated total energy: -110997.3517 eV

Structure (XYZ):
```
65
Properties=species:S:1:pos:R:3:mulliken_charge:R:1
Cl -22.983 4.667 -14.000 1.2063
O -21.884 5.505 -14.429 -0.4682
O -22.483 3.503 -13.450 -0.7458
O -23.618 5.303 -12.802 -0.3827
O -23.891 4.375 -15.021 -0.0676
C -19.990 5.423 -16.246 -0.6870
S -19.853 7.288 -16.256 0.2537
O -18.436 7.690 -15.718 -0.6367
C -21.178 7.451 -14.942 -0.6635
H -19.818 5.095 -15.221 0.0538
H -19.151 5.087 -16.855 0.5037
H -20.909 5.009 -16.663 0.1914
H -22.113 7.280 -15.475 0.8288
H -21.109 8.435 -14.477 0.4655
H -20.997 6.827 -14.067 -0.8876
C -22.306 -0.507 -15.004 -0.9369
S -22.363 0.271 -13.328 0.3236
O -20.918 0.772 -12.999 -0.6481
C -23.399 1.715 -13.761 0.2764
H -21.932 0.231 -15.714 0.2289
H -23.326 -0.847 -15.189 0.3128
H -21.657 -1.383 -14.995 0.4138
H -23.741 2.267 -12.886 0.6316
H -24.316 1.341 -14.217 -0.2242
H -22.872 2.478 -14.334 -0.1722
C -21.407 5.637 -11.880 -0.7222
S -21.097 7.338 -12.507 1.0304
O -21.262 8.432 -11.407 -0.8964
C -19.317 7.107 -12.967 -1.2518
H -20.551 5.492 -11.221 0.5737
H -21.455 4.878 -12.661 0.1175
H -22.300 5.609 -11.256 0.3054
H -19.137 6.185 -13.520 0.3380
H -18.775 7.106 -12.021 0.5234
H -19.001 7.985 -13.531 0.3693
C -24.885 6.655 -14.371 -0.4653
S -24.166 8.329 -14.588 0.1792
O -24.994 9.311 -13.831 -0.7056
C -22.687 7.972 -13.563 1.6487
H -25.840 6.660 -14.896 0.5820
H -25.070 6.636 -13.297 0.3246
H -24.227 5.832 -14.650 0.0341
H -21.999 8.759 -13.869 0.4254
H -22.357 7.001 -13.931 -1.9095
H -22.663 7.851 -12.480 0.6517
C -26.093 2.543 -12.846 -0.8756
S -26.964 3.738 -13.958 0.7782
O -28.356 4.066 -13.420 -0.8454
C -26.179 5.252 -13.516 -2.3890
H -25.016 2.471 -12.992 -0.1946
H -26.490 1.560 -13.100 0.2983
H -26.353 2.783 -11.815 0.4821
H -26.334 5.507 -12.468 0.4012
H -26.485 6.127 -14.089 0.3462
H -25.118 5.282 -13.762 0.9599
C -24.694 2.106 -15.239 1.2272
S -25.732 2.515 -16.746 0.2084
O -27.149 2.167 -16.309 -0.5936
C -25.419 4.301 -16.588 -0.1172
H -23.631 2.244 -15.438 0.5191
H -25.053 1.088 -15.085 0.2157
H -25.036 2.664 -14.368 -1.9826
H -24.360 4.559 -16.610 0.0610
H -25.858 4.512 -15.613 -0.4144
H -26.100 4.788 -17.286 0.5922
```



DFT (wB97M-V/def2-TZVPD) results for C12H36FKO6 as an isolated structure.

- HOMO energy: -9.50 eV
- HOMO-LUMO gap: 8.92 eV
- E_LUMO: -0.59 eV
- Calculated total energy: -44356.7420 eV

Structure (XYZ):
```
56
Properties=species:S:1:pos:R:3:mulliken_charge:R:1
K 3.508 -1.499 -0.086 1.0240
F 0.864 -0.487 -0.030 -0.6645
C -1.971 1.189 -1.848 -0.4100
C -1.533 2.644 -1.933 -0.1563
O -2.401 3.445 -2.743 -0.5910
H -1.132 0.613 -1.448 -0.2966
H -2.191 0.785 -2.836 0.3978
H -2.804 1.071 -1.154 0.4253
H -0.550 2.715 -2.394 0.2015
H -1.478 3.068 -0.926 0.1309
H -3.298 3.325 -2.417 0.3221
C 2.384 4.100 -0.535 -1.4010
C 1.787 2.794 -0.068 0.4395
O 1.788 1.886 -1.173 -0.5760
H 3.328 3.925 -1.054 0.3199
H 2.549 4.777 0.304 0.3930
H 1.714 4.601 -1.237 0.2979
H 0.758 2.955 0.270 0.0391
H 2.367 2.384 0.766 0.2055
H 1.453 1.040 -0.850 0.2988
C -2.931 1.097 2.662 -1.4652
C -1.797 0.267 2.133 0.5056
O -0.989 1.078 1.303 -0.3922
H -3.502 0.548 3.418 0.4183
H -3.621 1.372 1.862 0.2923
H -2.583 2.015 3.139 0.3300
H -2.221 -0.573 1.562 0.0226
H -1.217 -0.157 2.966 0.0776
H -0.430 0.474 0.783 0.0159
C -0.428 -1.717 -3.644 -0.7341
C 0.782 -0.804 -3.624 -0.1451
O 1.647 -1.043 -2.524 -0.4648
H -1.113 -1.389 -4.434 0.3624
H -0.971 -1.625 -2.703 -0.0571
H -0.157 -2.755 -3.825 0.3127
H 0.451 0.242 -3.611 0.0795
H 1.394 -0.944 -4.514 0.3796
H 1.175 -0.854 -1.691 0.1823
C 2.849 -1.686 3.942 -1.2279
C 1.723 -0.992 3.232 0.4679
O 2.271 -0.178 2.186 -0.5850
H 3.489 -2.185 3.210 0.2158
H 2.488 -2.407 4.670 0.3805
H 3.470 -0.941 4.445 0.3188
H 1.175 -0.355 3.935 0.2159
H 1.006 -1.710 2.818 -0.1313
H 1.589 -0.131 1.481 0.2229
C -1.759 -3.311 -0.212 -0.8559
C -0.651 -3.615 0.769 -0.1698
O 0.637 -3.245 0.279 -0.5254
H -1.441 -3.598 -1.217 0.2276
H -2.013 -2.250 -0.231 0.0580
H -2.649 -3.896 0.026 0.4218
H -0.610 -4.686 0.950 0.4179
H -0.847 -3.093 1.713 0.1124
H 0.640 -2.284 0.139 0.3158
```



DFT (wB97M-V/def2-TZVPD) results for a 7-piece molecular cluster, C12H36IO9 overall in a non-equilibrium geometry.

- HOMO energy: -3.97 eV
- HOMO-LUMO gap: 6.27 eV
- E_LUMO: 2.30 eV
- Total charge: -1
- Calculated total energy: -39554.8464 eV

Structure (XYZ):
```
58
Properties=species:S:1:pos:R:3:mulliken_charge:R:1
I 1.232 -22.626 8.896 -0.9923
C -5.982 -25.563 12.867 -1.0417
C -4.815 -25.889 11.949 -0.1714
O -3.883 -24.946 12.352 -0.5082
H -5.762 -25.889 13.884 0.2608
H -6.937 -25.890 12.455 0.3568
H -6.193 -24.494 12.863 0.2760
H -5.045 -25.719 10.897 0.2789
H -4.454 -26.914 12.029 0.2511
H -3.183 -24.855 11.702 0.2968
C -6.921 -20.194 9.811 -1.0737
C -5.436 -20.364 9.766 -0.1644
O -5.088 -21.303 8.816 -0.5373
H -7.415 -21.153 9.965 0.2875
H -7.266 -19.803 8.854 0.2729
H -7.227 -19.465 10.562 0.3439
H -5.012 -20.701 10.712 0.2920
H -5.001 -19.391 9.539 0.2485
H -4.144 -21.425 8.940 0.3298
C 2.070 -24.014 1.373 -0.8709
C 1.825 -25.065 2.424 -0.2673
O 2.777 -24.974 3.457 -0.5178
H 2.999 -24.077 0.808 0.2583
H 2.102 -23.024 1.829 0.2424
H 1.331 -24.001 0.572 0.3195
H 1.895 -26.078 2.026 0.2464
H 0.805 -25.060 2.809 0.2705
H 2.503 -24.319 4.103 0.3176
C 1.477 -20.608 15.389 -0.3710
C 2.457 -21.742 15.116 -0.3888
O 1.746 -22.943 14.690 -0.5376
O 0.780 -20.919 16.554 -0.5103
H 0.840 -20.532 14.508 0.2707
H 1.876 -19.595 15.436 0.3288
H 3.181 -21.899 15.915 0.2713
H 3.136 -21.489 14.302 0.2985
H 1.425 -22.818 13.794 0.3246
H 0.124 -21.592 16.359 0.3108
C 4.437 -29.007 10.606 -0.3822
C 5.399 -27.888 10.967 -0.3340
O 5.657 -27.030 9.825 -0.5568
O 5.118 -29.960 9.765 -0.4988
H 3.436 -28.700 10.304 0.3574
H 4.336 -29.573 11.532 0.2362
H 6.358 -28.195 11.385 0.2641
H 4.964 -27.212 11.702 0.2917
H 4.879 -26.526 9.575 0.3231
H 5.045 -29.626 8.868 0.2985
C 1.489 -16.326 4.070 -0.2707
C 2.647 -17.278 4.153 -0.3765
O 3.015 -17.437 5.546 -0.5236
O 1.046 -15.973 2.795 -0.4966
H 1.776 -15.380 4.529 0.2969
H 0.668 -16.737 4.658 0.1908
H 3.502 -17.087 3.505 0.2870
H 2.260 -18.247 3.836 0.2152
H 2.499 -18.163 5.904 0.3276
H 1.179 -15.023 2.812 0.3490
```



DFT (wB97M-V/def2-TZVPD) results for a 6-piece molecular cluster, C12H36O12 overall in a non-equilibrium geometry.

- HOMO energy: -9.87 eV
- HOMO-LUMO gap: 10.00 eV
- E_LUMO: 0.13 eV
- Calculated total energy: -37592.4945 eV
- SMILES: OCCO.OCCO.OCCO.OCCO.OCCO.OCCO

Structure (XYZ):
```
60
Properties=species:S:1:pos:R:3:mulliken_charge:R:1
O 1.236 2.644 -5.006 -0.4761
C 0.660 1.795 -5.878 -0.3107
C -0.775 1.474 -5.403 -0.4291
O -1.479 2.734 -5.338 -0.5056
H 2.151 2.838 -5.221 0.2883
H 0.493 2.318 -6.820 0.2425
H 1.238 0.897 -6.095 0.3624
H -0.719 0.862 -4.503 0.1925
H -1.306 0.949 -6.198 0.3325
H -1.108 3.257 -4.623 0.3042
O 0.768 -3.198 -2.333 -0.4559
C 0.974 -4.479 -1.877 -0.4202
C -0.166 -4.904 -0.912 -0.2982
O -1.218 -5.560 -1.564 -0.5328
H 0.620 -3.333 -3.272 0.2889
H 0.883 -5.203 -2.686 0.3398
H 1.970 -4.565 -1.441 0.2589
H -0.471 -4.084 -0.262 0.2484
H 0.234 -5.677 -0.256 0.2632
H -1.995 -4.997 -1.521 0.3100
O -1.268 -0.303 1.313 -0.5101
C -1.169 0.685 0.294 -0.2320
C 0.382 1.039 0.300 -0.5255
O 1.204 -0.140 0.360 -0.5109
H -0.422 -0.756 1.332 0.3609
H -1.488 0.299 -0.675 0.2081
H -1.803 1.550 0.494 0.2781
H 0.740 1.510 1.215 0.2186
H 0.629 1.841 -0.396 0.4153
H 1.281 -0.441 -0.548 0.2902
O 4.079 -2.557 2.975 -0.4687
C 5.318 -3.089 2.568 -0.4063
C 6.493 -2.029 2.487 -0.3057
O 7.115 -1.873 3.706 -0.5234
H 3.763 -1.990 2.268 0.2783
H 5.627 -3.881 3.250 0.3099
H 5.327 -3.694 1.662 0.2571
H 6.212 -1.035 2.139 0.2811
H 7.270 -2.318 1.780 0.2840
H 6.590 -1.333 4.301 0.2939
O -1.479 5.321 -1.691 -0.4720
C -0.951 6.499 -1.171 -0.4083
C 0.565 6.240 -0.783 -0.3543
O 1.257 5.997 -2.024 -0.4983
H -2.423 5.324 -1.516 0.2665
H -1.128 7.285 -1.905 0.2778
H -1.510 6.762 -0.273 0.3462
H 0.688 5.469 -0.022 0.2376
H 0.786 7.182 -0.281 0.3100
H 0.867 5.251 -2.484 0.2990
O -5.248 -1.677 3.666 -0.5219
C -5.172 -1.100 4.983 -0.4858
C -6.045 -1.814 6.081 -0.3325
O -5.676 -3.157 6.266 -0.4893
H -4.444 -1.403 3.219 0.3004
H -4.124 -1.096 5.283 0.3147
H -5.375 -0.036 4.866 0.3470
H -7.100 -1.644 5.864 0.2541
H -5.824 -1.165 6.928 0.2802
H -5.534 -3.490 5.377 0.3333
```



What did the fourth record say?
DFT (wB97M-V/def2-TZVPD) results for a 6-piece molecular cluster, C12H36O12 overall in a non-equilibrium geometry.

- HOMO energy: -9.87 eV
- HOMO-LUMO gap: 10.00 eV
- E_LUMO: 0.13 eV
- Calculated total energy: -37592.4945 eV
- SMILES: OCCO.OCCO.OCCO.OCCO.OCCO.OCCO

Structure (XYZ):
```
60
Properties=species:S:1:pos:R:3:mulliken_charge:R:1
O 1.236 2.644 -5.006 -0.4761
C 0.660 1.795 -5.878 -0.3107
C -0.775 1.474 -5.403 -0.4291
O -1.479 2.734 -5.338 -0.5056
H 2.151 2.838 -5.221 0.2883
H 0.493 2.318 -6.820 0.2425
H 1.238 0.897 -6.095 0.3624
H -0.719 0.862 -4.503 0.1925
H -1.306 0.949 -6.198 0.3325
H -1.108 3.257 -4.623 0.3042
O 0.768 -3.198 -2.333 -0.4559
C 0.974 -4.479 -1.877 -0.4202
C -0.166 -4.904 -0.912 -0.2982
O -1.218 -5.560 -1.564 -0.5328
H 0.620 -3.333 -3.272 0.2889
H 0.883 -5.203 -2.686 0.3398
H 1.970 -4.565 -1.441 0.2589
H -0.471 -4.084 -0.262 0.2484
H 0.234 -5.677 -0.256 0.2632
H -1.995 -4.997 -1.521 0.3100
O -1.268 -0.303 1.313 -0.5101
C -1.169 0.685 0.294 -0.2320
C 0.382 1.039 0.300 -0.5255
O 1.204 -0.140 0.360 -0.5109
H -0.422 -0.756 1.332 0.3609
H -1.488 0.299 -0.675 0.2081
H -1.803 1.550 0.494 0.2781
H 0.740 1.510 1.215 0.2186
H 0.629 1.841 -0.396 0.4153
H 1.281 -0.441 -0.548 0.2902
O 4.079 -2.557 2.975 -0.4687
C 5.318 -3.089 2.568 -0.4063
C 6.493 -2.029 2.487 -0.3057
O 7.115 -1.873 3.706 -0.5234
H 3.763 -1.990 2.268 0.2783
H 5.627 -3.881 3.250 0.3099
H 5.327 -3.694 1.662 0.2571
H 6.212 -1.035 2.139 0.2811
H 7.270 -2.318 1.780 0.2840
H 6.590 -1.333 4.301 0.2939
O -1.479 5.321 -1.691 -0.4720
C -0.951 6.499 -1.171 -0.4083
C 0.565 6.240 -0.783 -0.3543
O 1.257 5.997 -2.024 -0.4983
H -2.423 5.324 -1.516 0.2665
H -1.128 7.285 -1.905 0.2778
H -1.510 6.762 -0.273 0.3462
H 0.688 5.469 -0.022 0.2376
H 0.786 7.182 -0.281 0.3100
H 0.867 5.251 -2.484 0.2990
O -5.248 -1.677 3.666 -0.5219
C -5.172 -1.100 4.983 -0.4858
C -6.045 -1.814 6.081 -0.3325
O -5.676 -3.157 6.266 -0.4893
H -4.444 -1.403 3.219 0.3004
H -4.124 -1.096 5.283 0.3147
H -5.375 -0.036 4.866 0.3470
H -7.100 -1.644 5.864 0.2541
H -5.824 -1.165 6.928 0.2802
H -5.534 -3.490 5.377 0.3333
```